Below is a structure of composition C20H25KN3O3S2, with properties calculated with wB97M-V/def2-TZVPD.

Output
energy relative to the best compared isomer or geometry (same formula, charge and spin)	30.8	kJ/mol
LUMO energy	-2.03	eV
Kohn-Sham gap	0.3517	hartree
HOMO energy	-11.60	eV

The geometry in ORCA input format:
```
! wB97M-V def2-TZVPD RIJCOSX def2/J DEFGRID3
* xyz 1 1
K 0.8750 -0.1715 -0.3846
O -1.1712 1.5327 -0.4343
S -2.2045 2.5925 -0.6451
C -1.5271 4.2380 -0.1867
C -0.3529 4.8599 -0.9550
C 1.0033 4.6978 -0.2615
C 1.5052 3.2692 -0.3792
S 2.8450 2.7149 0.7160
O 2.7062 1.2320 0.6255
C 2.1050 3.2385 2.2657
C 2.7173 4.2765 2.9501
C 2.1573 4.7321 4.1372
C 1.0037 4.1411 4.6282
C 0.4031 3.0908 3.9396
C 0.9535 2.6376 2.7536
C -2.3009 2.8505 -2.4256
C -3.2287 3.7548 -2.9244
C -3.3162 3.9500 -4.2935
C -2.4922 3.2307 -5.1508
C -1.5844 2.3124 -4.6411
C -1.4875 2.1175 -3.2703
H -1.3111 4.1498 0.8818
H -2.4167 4.8669 -0.2694
H -0.5600 5.9267 -1.0518
H -0.3125 4.4697 -1.9752
H 0.8932 4.9761 0.7894
H 1.7238 5.3906 -0.6993
H 1.8741 3.0651 -1.3885
H 0.6829 2.5768 -0.1814
H 3.6265 4.7188 2.5617
H 2.6291 5.5391 4.6807
H 0.5722 4.4898 5.5568
H -0.4896 2.6265 4.3371
H 0.5028 1.8159 2.2087
H -3.8816 4.2994 -2.2522
H -4.0323 4.6550 -4.6929
H -2.5636 3.3833 -6.2191
H -0.9501 1.7476 -5.3115
H -0.7999 1.3929 -2.8509
C -1.6346 -3.8199 -5.0015
N -0.9214 -3.1103 -3.9626
C 0.5065 -3.1879 -3.7392
C 0.6654 -2.2545 -2.5393
O 1.7223 -2.0076 -1.9879
N -0.5605 -1.7480 -2.1929
C -1.4331 -2.2626 -3.0585
N -2.7299 -1.9490 -3.0101
H -1.0970 -4.7359 -5.2366
H -1.7226 -3.2279 -5.9149
H -2.6281 -4.1066 -4.6573
H 1.0899 -2.8269 -4.5883
H 0.8349 -4.1975 -3.4866
H -3.0303 -1.3073 -2.2982
H -3.3925 -2.2772 -3.6872
*
```

=====

Below is a cluster of 2 separate species, C3H3NS in total in a non-equilibrium geometry, with properties calculated with wB97M-V/def2-TZVPD.

Output
energy relative to the best compared isomer or geometry (same formula, charge and spin)	169.7	kJ/mol
LUMO energy (alpha / beta)	0.82 / -2.73	eV
Kohn-Sham gap (alpha / beta)	0.2796 / 0.2826	hartree
HOMO energy (alpha / beta)	-6.79 / -10.42	eV
⟨S²⟩	2.02

The geometry in ORCA input format:
```
! wB97M-V def2-TZVPD RIJCOSX def2/J DEFGRID3
* xyz 0 3
C 1.5954 -1.3546 0.2807
C -1.4685 0.3051 -0.2301
C -0.4611 1.0992 -0.2230
N 1.7982 -1.2145 1.3823
S -2.8342 -0.5810 -0.2122
H 1.4262 -1.4528 -0.7316
H -0.5227 2.0383 0.4349
H 0.4667 1.1601 -0.7011
*
```

=====

Below is a structure of composition C34H36GeNNiSSi, with properties calculated with wB97M-V/def2-TZVPD.

Output
energy relative to the best compared isomer or geometry (same formula, charge and spin)	13.2	kJ/mol
LUMO energy (alpha / beta)	2.76 / 2.76	eV
Kohn-Sham gap (alpha / beta)	0.2340 / 0.2389	hartree
HOMO energy (alpha / beta)	-3.61 / -3.74	eV

The geometry in ORCA input format:
```
! wB97M-V def2-TZVPD RIJCOSX def2/J DEFGRID3
* xyz -1 1
Ni 0.1726 0.0315 1.8709
C 3.5406 3.0767 4.1395
C 2.1807 2.4325 4.1294
C 1.1737 2.9129 3.3117
C -0.0673 2.2784 3.2468
C -0.3138 1.1487 4.0181
C 0.6946 0.6624 4.8564
C 1.9210 1.2945 4.9073
H 4.0637 2.8907 5.0786
H 3.4674 4.1556 3.9962
H 4.1582 2.6825 3.3281
H 1.3589 3.7752 2.6802
H -0.8239 2.6598 2.5750
H -1.2814 0.6676 3.9961
H 0.5142 -0.2237 5.4516
H 2.7008 0.9032 5.5522
C 3.3307 3.7182 -3.3238
Si 1.7551 3.2367 -2.3959
C 0.8797 4.8386 -1.9718
C 0.7434 2.1706 -3.5520
C 2.2972 2.2716 -0.8756
C 3.6287 2.0184 -0.6076
C 4.0162 1.2164 0.4705
C 3.0189 0.6600 1.2361
N 1.7209 0.8867 1.0116
C 1.3259 1.7009 0.0005
S -0.3637 1.9116 -0.1707
H 3.0700 4.2697 -4.2312
H 3.9062 2.8401 -3.6281
H 3.9813 4.3599 -2.7240
H 0.6186 5.3833 -2.8833
H 1.5258 5.4807 -1.3679
H -0.0301 4.6312 -1.4075
H 0.6000 2.6844 -4.5081
H -0.2287 1.9395 -3.1197
H 1.2533 1.2221 -3.7468
H 4.3933 2.4321 -1.2559
H 5.0555 1.0041 0.6808
H 3.2373 -0.0072 2.0619
C -0.4180 -1.6481 1.7815
Ge -1.4001 -2.2020 0.2339
C -0.2949 -2.4786 -1.3808
C -0.6159 -3.4303 -2.3481
C 0.1413 -3.5644 -3.5064
C 1.2370 -2.7397 -3.7189
C 1.5741 -1.7879 -2.7647
C 0.8166 -1.6656 -1.6073
C -2.7803 -0.9053 -0.2917
C -3.1668 -0.7452 -1.6201
C -4.1451 0.1744 -1.9782
C -4.7574 0.9496 -1.0034
C -4.3837 0.8018 0.3262
C -3.4013 -0.1152 0.6740
C -2.3749 -3.9194 0.4282
C -3.7484 -4.0320 0.2148
C -4.4065 -5.2482 0.3659
C -3.6973 -6.3818 0.7344
C -2.3278 -6.2918 0.9502
C -1.6809 -5.0731 0.8001
H -0.1855 -2.4930 2.4407
H -1.4717 -4.0811 -2.1974
H -0.1277 -4.3111 -4.2450
H 1.8260 -2.8385 -4.6234
H 2.4265 -1.1351 -2.9197
H 1.0871 -0.9246 -0.8665
H -2.6818 -1.3307 -2.3948
H -4.4201 0.2948 -3.0196
H -5.5139 1.6749 -1.2795
H -4.8473 1.4151 1.0904
H -3.0826 -0.2019 1.7080
H -4.3162 -3.1537 -0.0739
H -5.4754 -5.3092 0.1959
H -4.2069 -7.3308 0.8525
H -1.7652 -7.1728 1.2374
H -0.6107 -5.0179 0.9753
*
```

=====

Below is a cluster of 15 separate species, C69H162F18N9O21 in total in a non-equilibrium geometry, with properties calculated with wB97M-V/def2-TZVPD.

Output
LUMO energy	-4.51	eV
Kohn-Sham gap	0.3006	hartree
HOMO energy	-12.69	eV

The geometry in ORCA input format:
```
! wB97M-V def2-TZVPD RIJCOSX def2/J DEFGRID3
* xyz 3 1
C 3.2993 -30.2030 -7.3673
N 2.3745 -29.1005 -7.8452
C 1.2001 -29.7461 -8.4212
C 2.1557 -28.1573 -6.6557
C 2.9759 -28.2561 -9.0038
C 4.4249 -28.0431 -8.9170
O 4.9751 -27.4211 -7.7540
H 2.6524 -30.7352 -6.6410
H 4.1413 -29.7283 -6.8779
H 3.6066 -30.8549 -8.1817
H 1.4036 -30.1735 -9.3919
H 0.4514 -28.9875 -8.7146
H 0.8249 -30.5756 -7.7843
H 1.3042 -27.4737 -6.8660
H 3.1036 -27.6179 -6.6094
H 2.0033 -28.7183 -5.7425
H 2.3803 -27.2999 -8.9224
H 2.7724 -28.7794 -9.9547
H 4.6143 -27.4457 -9.8006
H 4.9189 -29.0180 -8.9595
H 5.5888 -26.7558 -8.1402
C 1.8994 -25.6273 -13.9102
N 2.7429 -24.3413 -13.6765
C 3.8985 -24.3386 -14.5173
C 1.8605 -23.1002 -14.0471
C 3.2264 -24.2763 -12.2425
C 3.7794 -25.6414 -11.6884
O 2.7919 -26.4647 -11.1750
H 2.5062 -26.5255 -13.8725
H 1.5007 -25.6016 -14.9057
H 1.1322 -25.6728 -13.1460
H 4.5539 -25.1736 -14.3486
H 4.6429 -23.5106 -14.3582
H 3.6642 -24.3035 -15.5625
H 0.9154 -23.2441 -13.5156
H 1.5779 -23.1962 -15.1159
H 2.4528 -22.1866 -13.8056
H 2.4198 -24.0883 -11.5835
H 4.0168 -23.5076 -12.2442
H 4.4283 -25.4391 -10.8248
H 4.3770 -26.1801 -12.4227
H 2.6302 -27.3449 -11.6250
C -5.7536 -28.0752 -16.1411
N -5.5631 -29.4457 -16.7608
C -5.0083 -29.2829 -18.1435
C -4.5838 -30.3035 -16.0461
C -6.9675 -30.0624 -16.6906
C -7.2362 -31.3776 -17.3464
O -6.7027 -32.4768 -16.5998
H -4.8294 -27.5938 -16.3365
H -5.9424 -28.3210 -15.0427
H -6.5387 -27.4666 -16.5322
H -4.6514 -30.2365 -18.5243
H -4.1403 -28.5492 -18.1798
H -5.7526 -28.8222 -18.8124
H -4.5893 -31.2838 -16.5094
H -4.9559 -30.4289 -15.0294
H -3.5575 -29.9750 -16.0656
H -7.5842 -29.2822 -17.1457
H -7.2754 -30.1048 -15.6476
H -6.7710 -31.4331 -18.3328
H -8.3380 -31.4500 -17.4204
H -6.9749 -33.3481 -16.9107
C 1.4653 -21.6276 -7.9073
N 0.8817 -22.7808 -7.2271
C 1.4849 -22.8059 -5.8311
C -0.6575 -22.6290 -7.1397
C 1.1241 -24.1310 -7.8908
C 0.5606 -24.3218 -9.2910
O 1.0613 -23.4086 -10.2072
H 1.2384 -20.7285 -7.2650
H 1.0016 -21.4128 -8.8313
H 2.5991 -21.7548 -7.9683
H 1.0689 -23.6006 -5.3005
H 1.2445 -21.8485 -5.3839
H 2.5804 -22.8460 -5.9989
H -0.9613 -22.0897 -8.0484
H -0.9339 -21.9694 -6.2858
H -1.0247 -23.6527 -7.1432
H 0.6915 -24.8553 -7.1976
H 2.2131 -24.1685 -7.9259
H -0.5359 -24.2242 -9.1784
H 0.7485 -25.4316 -9.4758
H 0.2713 -23.2876 -11.0193
C -2.5031 -30.7704 -7.1216
N -3.6666 -30.4250 -6.1903
C -4.2421 -29.1225 -6.7831
C -4.6381 -31.5810 -6.1324
C -3.1690 -30.0710 -4.7937
C -2.9243 -31.2341 -3.8998
O -1.8237 -31.9883 -4.3984
H -2.1135 -31.7697 -6.7171
H -1.7492 -29.9911 -6.9989
H -2.8163 -30.8159 -8.1988
H -4.9919 -28.7802 -6.1383
H -4.5558 -29.2637 -7.7722
H -3.4962 -28.3150 -6.7764
H -4.9775 -31.7826 -7.1595
H -5.3953 -31.3997 -5.3823
H -4.1093 -32.5453 -5.8957
H -3.9942 -29.4915 -4.3580
H -2.2435 -29.5879 -4.8537
H -3.7409 -31.9036 -3.9167
H -2.7480 -30.8607 -2.8867
H -1.8300 -32.7968 -3.8222
C -0.6964 -29.2324 -11.2752
N -1.9263 -28.5731 -11.7282
C -1.5444 -27.2204 -12.1472
C -2.5336 -29.4103 -12.8740
C -2.8958 -28.4564 -10.5771
C -2.6130 -27.4908 -9.4588
O -1.6419 -27.9294 -8.5355
H 0.1290 -29.0721 -11.9608
H -0.8759 -30.3209 -11.1951
H -0.3902 -28.8463 -10.2690
H -0.9478 -27.3091 -13.0809
H -0.9946 -26.6434 -11.3412
H -2.4507 -26.7112 -12.3956
H -1.7473 -29.4491 -13.6020
H -3.5070 -29.0408 -13.1662
H -2.6711 -30.3941 -12.4198
H -3.0745 -29.5227 -10.2917
H -3.9210 -28.2633 -11.0654
H -3.5850 -27.3303 -8.9396
H -2.2671 -26.5316 -9.8220
H -1.8961 -27.2974 -7.7984
C -5.9844 -23.8821 -6.3835
N -5.3049 -23.7942 -7.7045
C -3.9612 -23.0526 -7.5314
C -4.9826 -25.1721 -8.2257
C -6.1474 -23.0641 -8.7394
C -7.4539 -23.7050 -9.0254
O -7.8218 -23.2577 -10.2624
H -6.1525 -22.8941 -6.0234
H -5.3537 -24.4477 -5.6933
H -6.8562 -24.4559 -6.4498
H -3.4078 -23.5938 -6.8180
H -4.2048 -22.0344 -7.1785
H -3.3777 -23.0289 -8.4541
H -5.8831 -25.7669 -8.0608
H -4.1023 -25.5284 -7.6050
H -4.5621 -25.1130 -9.1826
H -5.5547 -22.9991 -9.6506
H -6.1750 -21.9622 -8.4878
H -8.2253 -23.4460 -8.2844
H -7.3930 -24.8389 -9.0958
H -8.6895 -22.9255 -10.2240
C -8.8974 -29.8326 -12.3041
N -7.9036 -30.6336 -11.4073
C -7.4060 -29.7971 -10.2728
C -8.6223 -31.7887 -10.8600
C -6.7268 -31.1571 -12.2022
C -7.0866 -32.3823 -13.0601
O -8.1362 -32.1033 -14.0137
H -9.7192 -29.3530 -11.7839
H -9.2662 -30.5463 -13.0263
H -8.2146 -29.1356 -12.8052
H -8.3310 -29.5257 -9.6640
H -6.9751 -28.9474 -10.7221
H -6.6816 -30.4023 -9.7443
H -9.2891 -32.1604 -11.6281
H -9.2397 -31.4598 -10.0102
H -7.9062 -32.5620 -10.6065
H -6.0318 -31.6909 -11.5170
H -6.2920 -30.2620 -12.6271
H -7.5026 -33.2066 -12.4210
H -6.1802 -32.8120 -13.5902
H -8.0413 -32.8149 -14.6334
C 1.0120 -30.3732 -17.2074
N -0.0764 -31.2440 -17.8783
C 0.6013 -32.4715 -18.4175
C -1.0941 -31.6730 -16.9072
C -0.7164 -30.3979 -18.9769
C -1.4510 -31.2498 -20.0422
O -2.5180 -32.0439 -19.4832
H 1.6619 -31.0686 -16.5993
H 0.4419 -29.6968 -16.5919
H 1.6196 -29.9474 -18.0381
H -0.1322 -33.1704 -18.8440
H 1.1070 -32.9444 -17.5823
H 1.3268 -32.1817 -19.1737
H -1.8805 -32.1864 -17.4539
H -1.5301 -30.7839 -16.3957
H -0.5724 -32.3611 -16.2236
H 0.1004 -29.8043 -19.4549
H -1.3947 -29.7244 -18.4883
H -0.7710 -31.9528 -20.5940
H -1.9014 -30.5262 -20.7495
H -2.8006 -32.6465 -20.1710
C -6.3685 -27.1122 -13.1866
O -5.7332 -26.1162 -14.0596
O -5.6974 -28.2797 -13.1366
C -6.5437 -26.3994 -11.7304
F -5.9100 -27.0114 -10.7093
F -6.0853 -25.1650 -11.7517
F -7.8980 -26.4867 -11.4152
C -4.3722 -25.9720 -13.9433
C -4.0762 -24.5252 -14.5578
H -3.0934 -24.2651 -14.9333
H -4.8425 -24.3593 -15.3192
H -4.3217 -23.8369 -13.7253
H -3.7219 -26.7157 -14.3883
H -4.0921 -26.0425 -12.8929
H -7.3559 -27.1970 -13.6070
C 3.0716 -29.3123 -13.1162
O 3.2926 -28.4606 -14.2322
O 2.4037 -28.7647 -12.1174
C 2.1240 -30.4498 -13.5920
F 2.7402 -31.1925 -14.6186
F 1.7101 -31.3098 -12.6723
F 0.9855 -30.0719 -14.1730
C 4.0721 -28.8947 -15.3502
C 4.0983 -27.6793 -16.2786
H 4.3777 -26.7144 -15.8362
H 4.8298 -27.8644 -17.0880
H 3.1400 -27.5281 -16.6673
H 3.5679 -29.6849 -15.9369
H 5.0608 -29.2976 -15.0923
H 4.0232 -29.8530 -12.9377
C -2.5409 -25.8783 -5.6555
O -2.7125 -24.5580 -5.0680
O -2.2272 -25.8848 -6.9435
C -1.3207 -26.5506 -4.8698
F -1.5699 -26.6622 -3.5231
F -1.0812 -27.8032 -5.3475
F -0.1675 -25.8351 -5.0185
C -3.5493 -24.2683 -3.9211
C -3.5559 -22.7717 -3.6807
H -3.7157 -22.2034 -4.5899
H -4.3671 -22.5066 -2.9328
H -2.6375 -22.5511 -3.0858
H -3.1532 -24.7942 -3.0352
H -4.5534 -24.6456 -3.9814
H -3.4433 -26.4857 -5.4027
C -1.8819 -27.5969 -16.7927
O -2.5201 -27.2414 -18.0156
O -1.8618 -28.8434 -16.5235
C -0.3290 -27.0393 -16.8656
F 0.3884 -27.2559 -17.9390
F -0.1869 -25.7460 -16.6172
F 0.3885 -27.6594 -15.8069
C -2.6601 -25.8577 -18.2440
C -3.3759 -25.5731 -19.5668
H -2.8010 -26.0665 -20.3568
H -4.4601 -25.7823 -19.5565
H -3.1431 -24.5276 -19.8400
H -1.7126 -25.4087 -18.2022
H -3.1847 -25.4148 -17.3858
H -2.4017 -27.0312 -15.9428
C -3.8431 -32.5730 -9.6059
O -2.7579 -32.4120 -10.4696
O -4.5294 -31.4694 -9.3621
C -4.7799 -33.7285 -10.2844
F -5.9571 -33.7698 -9.6355
F -5.0703 -33.4755 -11.6510
F -4.2440 -34.9723 -10.3482
C -1.8067 -33.5194 -10.5033
C -0.6624 -33.0300 -11.2554
H -0.0662 -33.8709 -11.7060
H -1.0434 -32.5286 -12.1894
H -0.1342 -32.3371 -10.6395
H -2.3090 -34.3765 -10.9227
H -1.4983 -33.8320 -9.5075
H -3.4298 -33.0891 -8.6818
C -1.7692 -23.0072 -12.3903
O -1.7684 -21.9419 -13.3319
O -0.5893 -23.6023 -12.0308
C -2.5468 -22.6281 -11.1175
F -1.9924 -21.9470 -10.1568
F -3.7521 -22.0688 -11.3412
F -2.9048 -23.8133 -10.5238
C -1.1761 -20.6768 -13.0238
C -1.0074 -19.7760 -14.2197
H -0.6580 -18.7466 -13.9203
H -0.2442 -20.1686 -14.9372
H -1.9735 -19.6056 -14.7709
H -0.1640 -20.8064 -12.6066
H -1.8070 -20.1024 -12.2670
H -2.4208 -23.7241 -12.9058
*
```

=====

Below is an isolated molecule of C4H6N2 in a non-equilibrium geometry, with properties calculated with wB97M-V/def2-TZVPD.

Output
energy relative to the best compared isomer or geometry (same formula, charge and spin)	49.2	kJ/mol
LUMO energy	1.14	eV
Kohn-Sham gap	0.3194	hartree
HOMO energy	-7.55	eV

The geometry in ORCA input format:
```
! wB97M-V def2-TZVPD RIJCOSX def2/J DEFGRID3
* xyz 0 1
N -2.0425 0.2100 -0.3071
C -0.6537 0.0948 -0.1238
C 0.0639 -1.1355 -0.0281
C 1.3924 -0.8252 0.0605
N 1.5017 0.5250 -0.0086
C 0.2631 1.1185 -0.0771
H -2.4126 1.0792 0.0561
H -2.5420 -0.5645 0.1102
H -0.3567 -2.1287 -0.0346
H 2.2766 -1.4502 0.1015
H 2.3683 0.8845 0.3637
H 0.1415 2.1921 -0.1128
*
```

=====

Below is an isolated molecule of C2H2N2O2S in a non-equilibrium geometry, with properties calculated with wB97M-V/def2-TZVPD.

Output
energy relative to the best compared isomer or geometry (same formula, charge and spin)	342.4	kJ/mol
LUMO energy	0.04	eV
Kohn-Sham gap	0.3531	hartree
HOMO energy	-9.57	eV

The geometry in ORCA input format:
```
! wB97M-V def2-TZVPD RIJCOSX def2/J DEFGRID3
* xyz 0 1
O -3.2527 0.0282 -1.2809
C -2.1358 -0.3086 -1.3124
C -0.8763 -0.3679 -1.3432
S -0.0829 -1.1983 -0.0732
N 1.0488 -0.0204 0.5122
N 0.8502 0.7694 1.5153
O 1.8734 1.3882 1.7460
H -0.3414 -0.1196 -2.2910
H 2.0274 -0.0228 0.1538
*
```